(1)
116
Properties=species:S:1:pos:R:3:lowdin_charge:R:1 method="wB97M-V/def2-TZVPD" charge=-1 orbital_gap_ev=7.67
C 3.3670 -1.6371 0.8584 -0.020
C 2.8867 -0.9565 -0.1588 -0.097
C 2.4450 -1.5603 -1.4825 -0.334
C 1.0198 -2.1358 -1.4274 -0.079
C 0.1684 -1.6862 -0.2486 -0.263
N -0.1436 -0.2404 -0.2741 0.033
O 2.4501 -0.4100 -2.3205 0.013
B 2.8732 -0.7247 -3.6645 -0.820
C 3.9126 0.2655 -4.3950 -0.086
C 4.7590 1.1279 -3.4616 -0.241
C 3.9589 2.2219 -2.7290 -0.184
C 4.8840 3.3530 -2.2339 -0.272
N 5.3479 3.1090 -0.8505 -0.024
S 1.1158 -0.7252 -4.6600 0.734
O 0.1195 0.0425 -3.9705 -0.338
O 0.6697 -2.0585 -4.9264 -0.323
F 1.2556 -0.0188 -6.1225 -0.247
O 3.2033 -2.1522 -3.5711 0.027
C 3.5121 -2.4179 -2.2387 -0.475
N 4.8607 -1.8628 -2.0581 0.131
C 3.5454 -3.9538 -1.9934 -0.510
Br 4.6858 -4.4922 -0.4669 0.742
C 3.9572 -4.7519 -3.2486 -0.251
C 5.4054 -5.2449 -3.3380 -0.167
H 3.0847 -2.6712 0.9711 0.026
H 4.0396 -1.1484 1.5469 0.060
H 2.8012 0.1131 -0.0828 0.112
H 0.9984 -3.2258 -1.4132 0.111
H 0.4768 -1.8586 -2.3214 0.099
H -0.7783 -2.2272 -0.3504 0.103
H 0.5629 -1.9936 0.7104 0.096
H -1.0554 -0.1023 -0.6899 0.059
H -0.2336 0.0654 0.6892 0.059
H 3.4352 0.9501 -5.0969 0.088
H 4.5688 -0.3549 -5.0098 0.100
H 5.4750 1.6527 -4.0852 0.084
H 5.3418 0.5545 -2.7546 0.082
H 3.1649 2.5558 -3.3974 0.110
H 3.5341 1.7537 -1.8471 0.087
H 4.3811 4.3140 -2.2686 0.093
H 5.7843 3.3418 -2.8421 0.096
H 4.5401 3.0357 -0.2404 0.050
H 5.7520 2.1755 -0.8502 0.055
H 5.5705 -2.4650 -2.4454 0.061
H 5.0631 -1.6097 -1.1002 0.065
H 2.5708 -4.3100 -1.7015 0.063
H 3.3413 -5.6468 -3.2518 0.104
H 3.7231 -4.2182 -4.1618 0.110
H 5.5613 -6.1456 -2.7591 0.048
H 5.6148 -5.5209 -4.3717 0.067
H 6.1485 -4.5053 -3.0592 0.033
C 8.0032 -2.7226 -7.1707 -0.017
C 8.4668 -2.0156 -5.9158 -0.331
C 8.1396 -2.7141 -4.6205 -0.101
O 8.1279 -1.6238 -3.6905 0.058
C 7.7723 -0.5084 -4.3907 -0.536
O 7.4839 0.5327 -3.9069 0.164
O 7.7796 -0.7687 -5.7286 0.083
H 8.7784 -3.3948 -7.5388 0.083
H 7.1052 -3.3146 -6.9879 0.085
H 7.7654 -2.0020 -7.9519 0.089
H 9.5361 -1.7916 -5.9837 0.155
H 8.8771 -3.4603 -4.3308 0.140
H 7.1461 -3.1679 -4.6274 0.119
C -0.7812 2.8053 -3.0335 -0.019
C -2.2434 2.5736 -2.7573 -0.311
C -3.1959 3.5328 -3.4197 -0.090
O -4.3427 3.4607 -2.5516 0.057
C -3.8802 3.1458 -1.3167 -0.564
O -4.5426 3.1774 -0.3233 0.128
O -2.5796 2.7979 -1.3630 0.088
H -0.4706 2.2340 -3.9044 0.066
H -0.5645 3.8609 -3.2223 0.084
H -0.1743 2.4925 -2.1849 0.094
H -2.5015 1.5367 -2.9890 0.160
H -3.4615 3.2464 -4.4343 0.140
H -2.8322 4.5624 -3.4153 0.136
C -6.4251 0.7735 0.4951 -0.009
C -6.0534 -0.6637 0.7819 -0.316
C -7.0729 -1.4600 1.5553 -0.094
O -6.2576 -2.4720 2.1685 0.064
C -5.0195 -1.9386 2.3267 -0.554
O -4.1450 -2.4346 2.9633 0.149
O -4.9193 -0.7570 1.6708 0.078
H -6.9473 0.8509 -0.4580 0.093
H -7.0807 1.1804 1.2679 0.088
H -5.5399 1.4057 0.4578 0.060
H -5.7780 -1.1720 -0.1463 0.160
H -7.8393 -1.9093 0.9281 0.139
H -7.5472 -0.8797 2.3500 0.137
C -3.2218 -0.9204 5.3723 -0.021
C -3.8410 0.4343 5.1231 -0.310
C -2.9516 1.6189 5.3949 -0.083
O -3.9135 2.6545 5.6613 0.069
C -5.0154 2.0511 6.1642 -0.559
O -5.9355 2.6297 6.6565 0.133
O -4.9286 0.7073 6.0394 0.086
H -2.7484 -1.2903 4.4680 0.076
H -2.4630 -0.8789 6.1576 0.085
H -3.9767 -1.6386 5.6861 0.092
H -4.2528 0.4757 4.1110 0.151
H -2.3175 1.8871 4.5536 0.144
H -2.3363 1.4908 6.2882 0.137
C -6.6968 3.1012 9.7284 -0.015
C -8.1462 2.7893 10.0162 -0.318
C -9.1476 3.6713 9.3179 -0.092
O -10.2881 3.5674 10.1858 0.056
C -9.8159 3.3213 11.4363 -0.566
O -10.4763 3.3527 12.4243 0.157
O -8.4888 3.0406 11.3972 0.079
H -6.3502 2.5296 8.8706 0.059
H -6.5495 4.1584 9.5026 0.090
H -6.0709 2.8626 10.5883 0.090
H -8.3481 1.7327 9.8206 0.160
H -9.3936 3.3357 8.3136 0.141
H -8.8389 4.7183 9.2856 0.138

(2)
33
Properties=species:S:1:pos:R:3:nbo_charge:R:1 method="wB97M-V/def2-TZVPD" charge=+1 e_above_lowest_kcal_mol=27.22 orbital_gap_ev="6.37 / 8.80" multiplicity=3 s2=2.01
C 0.7961 -0.3579 1.0808 0.280
C 1.8608 1.8069 1.2943 -0.227
C 2.0248 0.2253 1.5840 -0.334
C -0.9129 0.7141 -0.6976 -0.046
C -1.1155 -0.7264 -0.1084 -0.103
C -0.3700 1.5091 0.4244 0.521
C 1.9433 -0.0273 3.0691 -0.605
C -2.5659 -1.2794 -2.0196 -0.614
C -0.1714 -2.0524 -2.1803 -0.613
C -1.3204 -1.7760 -1.2043 -0.192
N -0.0095 -1.1743 0.6803 -0.375
N 0.9673 2.0378 0.1447 -0.588
O 0.0362 0.6877 -1.7319 -0.731
O -1.1974 2.3519 1.2060 -0.688
H 1.3462 2.3599 1.9790 0.210
H 2.9894 2.1567 1.1942 0.256
H 2.7818 -0.3880 1.1183 0.279
H -1.9124 1.2297 -0.7674 0.247
H -1.9592 -0.8477 0.4656 0.224
H 2.0579 -1.1001 3.2956 0.243
H 1.1554 0.3879 3.5554 0.209
H 2.7383 0.2486 3.6098 0.229
H -3.3820 -1.3064 -1.4585 0.205
H -2.8135 -2.1329 -2.7497 0.230
H -2.4850 -0.2745 -2.6283 0.186
H 0.3152 -1.2562 -2.6134 0.196
H -0.5668 -2.6974 -2.9260 0.220
H 0.4682 -2.6202 -1.6619 0.216
H -1.6250 -2.8326 -0.7578 0.238
H 1.2375 2.9729 -0.0922 0.450
H 1.1969 1.5605 -0.6612 0.456
H -0.3531 0.5740 -2.5670 0.514
H -1.1553 2.0267 2.1240 0.505

(3)
16
Properties=species:S:1:pos:R:3:nbo_charge:R:1 method="wB97M-V/def2-TZVPD" charge=0 e_above_lowest_kcal_mol=117.18 orbital_gap_ev="6.70 / 6.70"
C -0.4835 0.3516 -0.0035 -0.068
C -1.9201 0.4507 -0.0883 -0.262
C -2.8895 -0.3748 0.2899 -0.021
C -2.3775 1.8797 -0.4018 -0.574
C 1.7934 -2.4185 0.0055 -0.444
N 0.4802 -0.5863 0.1078 -0.210
N 0.5135 -1.9054 -0.1073 -0.344
S -4.2151 -1.2003 0.3531 0.168
H 0.0833 1.1907 -0.3767 0.186
H -2.7187 2.4653 0.4057 0.220
H -3.1852 1.9405 -1.1320 0.222
H -1.4647 2.3733 -0.8966 0.212
H 1.8648 -3.4209 -0.4442 0.224
H 2.5289 -1.6319 -0.3191 0.145
H 1.9795 -2.6838 1.0911 0.184
H 1.4159 -0.1990 -0.0337 0.361

(4)
62
Properties=species:S:1:pos:R:3:nbo_charge:R:1 method="wB97M-V/def2-TZVPD" charge=0 smiles="Oc1ccc(-c2cnnn2-c2ccc(O)cc2)cc1.CNC(=O)[C@H](Cc1ccccc1)NC(C)=O" e_above_lowest_kcal_mol=48.44 orbital_gap_ev=8.98
O 2.5212 5.7812 -4.6823 -0.661
C 2.2925 4.5221 -4.2094 0.298
C 2.8662 3.4287 -4.8551 -0.269
C 2.6204 2.1270 -4.4026 -0.151
C 1.7949 1.9051 -3.2889 -0.120
C 1.5149 0.5340 -2.8273 0.111
C 2.4539 -0.4515 -2.8055 -0.119
N 1.9246 -1.6022 -2.2604 -0.211
N 0.7022 -1.3598 -1.9542 -0.064
N 0.3769 -0.0768 -2.2960 -0.207
C -0.9408 0.4152 -2.1534 0.173
C -1.8408 -0.2584 -1.3053 -0.191
C -3.1497 0.2000 -1.1169 -0.290
C -3.5819 1.3592 -1.7554 0.311
O -4.8445 1.8369 -1.5601 -0.664
C -2.7203 2.0257 -2.6175 -0.270
C -1.4298 1.5387 -2.8454 -0.212
C 1.2656 3.0179 -2.6200 -0.187
C 1.4945 4.3169 -3.0842 -0.245
H 2.0785 6.4370 -4.1218 0.483
H 3.4974 3.6000 -5.7212 0.231
H 3.0578 1.2899 -4.9390 0.223
H 3.4822 -0.3453 -3.1362 0.219
H -1.5153 -1.1431 -0.7688 0.226
H -3.8179 -0.3378 -0.4544 0.209
H -5.3433 1.2443 -0.9766 0.482
H -3.0756 2.9082 -3.1399 0.231
H -0.8303 2.0382 -3.5965 0.233
H 0.6539 2.8658 -1.7400 0.229
H 1.0537 5.1580 -2.5595 0.204
C 0.7432 -5.4392 5.0579 -0.418
N 0.3881 -4.3234 4.1798 -0.614
C 1.2581 -3.5256 3.5490 0.662
O 2.4712 -3.6737 3.6626 -0.647
C 0.7408 -2.3959 2.6348 -0.123
C 0.7521 -1.0491 3.3713 -0.455
C 0.5210 0.1503 2.4760 0.084
C -0.7574 0.7305 2.3855 -0.253
C -0.9582 1.8666 1.5834 -0.193
C 0.1191 2.4268 0.8772 -0.238
C 1.3907 1.8290 0.9381 -0.213
C 1.5906 0.6892 1.7361 -0.238
N -0.5532 -2.6052 1.9521 -0.606
C -1.7504 -2.8188 2.4981 0.683
C -2.8952 -3.0345 1.5380 -0.705
O -1.9582 -2.8500 3.7024 -0.666
H 0.4227 -6.3798 4.6082 0.195
H 1.8238 -5.4756 5.2154 0.235
H 0.2538 -5.3164 6.0251 0.200
H -0.5910 -4.0721 4.1026 0.423
H 1.4939 -2.3150 1.8493 0.241
H 1.7220 -0.9264 3.8559 0.236
H 0.0019 -1.0618 4.1630 0.230
H -1.5809 0.3118 2.9470 0.217
H -1.9366 2.3216 1.5250 0.213
H -0.0364 3.3217 0.2939 0.207
H 2.2174 2.2502 0.3839 0.217
H 2.5704 0.2357 1.7921 0.218
H -0.5158 -2.5872 0.9459 0.410
H -2.6718 -3.8811 0.8909 0.232
H -3.0364 -2.1363 0.9444 0.220
H -3.8001 -3.2415 2.1087 0.244

(5)
17
Properties=species:S:1:pos:R:3:nbo_charge:R:1 method="wB97M-V/def2-TZVPD" charge=+1 e_above_lowest_kcal_mol=53.70 orbital_gap_ev="7.75 / 7.75"
C 0.8674 -2.2309 -1.6210 0.106
C 0.6044 1.5946 0.2191 -0.163
C 1.5856 1.2053 -0.6235 0.001
C 0.8727 -0.9455 -1.0851 0.363
C -0.5802 0.8349 0.7342 0.146
C -0.5893 -0.4509 0.3772 0.148
N 0.6977 -3.2350 -2.1106 -0.043
N 1.6408 0.0234 -1.3519 -0.442
N -1.4120 1.2003 1.7462 -0.718
N -1.5610 -1.4641 0.5676 0.472
O -1.5047 -2.3772 -0.2055 -0.315
O -2.3888 -1.2451 1.4420 -0.363
H 0.6331 2.5768 0.7974 0.270
H 2.3794 1.7945 -0.7397 0.237
H 2.4447 0.0060 -1.9188 0.453
H -1.5609 2.1704 1.8298 0.408
H -2.1291 0.5422 1.9425 0.441